61
Properties=species:S:1:pos:R:3 method="wB97M-V/def2-TZVPD" homo_ha=-0.6448 e_tot_ev=-99385.1691 relative_energy_kj_mol=13.8 gap_ev=7.465 charge=+3
Bi 0.959 -1.021 0.099
Ge -1.579 1.678 -0.466
S -0.515 -3.066 -0.387
O 0.982 -2.173 1.968
N 0.455 -3.415 2.079
N 3.284 -1.459 0.373
N 1.867 0.366 2.150
N 1.894 -1.865 -2.107
C -0.504 2.188 -1.983
C -0.432 4.742 -2.253
C 3.950 -0.303 1.041
C -0.747 -5.261 1.248
C -0.757 5.013 -0.791
C 3.287 0.014 2.365
C -3.802 2.992 0.453
C 0.680 -4.049 3.252
C -0.525 -5.932 2.432
C -0.976 3.426 -2.800
C -4.892 2.167 -0.217
C -0.252 -3.972 1.073
C 3.985 -1.849 -0.878
C -3.060 0.474 -0.741
C -4.278 1.263 -1.275
C 0.199 -5.314 3.451
C 3.078 -2.681 -1.757
H -5.435 1.587 0.530
H -3.294 2.439 1.247
H 1.780 1.367 1.992
H -3.061 3.335 -0.317
H -0.217 4.345 -0.109
H -2.066 3.455 -2.874
H 0.388 -5.808 4.393
H 3.325 -0.860 3.016
H -4.154 3.917 0.911
H 0.526 2.348 -1.652
H -1.306 -5.714 0.441
H 3.619 -3.014 -2.643
H -5.617 2.821 -0.701
H 2.153 -1.157 -2.792
H 3.837 0.814 2.861
H -4.998 0.539 -1.657
H -0.544 1.299 -2.622
H 3.292 -2.241 1.029
H -3.276 -0.048 0.193
H -3.978 1.877 -2.130
H -0.840 5.550 -2.862
H -1.083 2.039 0.936
H 4.898 -2.395 -0.639
H -0.478 6.028 -0.509
H -0.913 -6.932 2.567
H 5.003 -0.543 1.204
H 2.728 -3.568 -1.224
H -0.606 3.288 -3.816
H -2.747 -0.261 -1.488
H 0.651 4.759 -2.401
H 3.908 0.548 0.358
H 1.237 -3.482 3.983
H 1.188 -2.454 -2.544
H 4.277 -0.931 -1.393
H -1.829 4.931 -0.599
H 1.326 0.157 2.983